1.
Molecular formula: C37H52BrN9NaO7PS2
Method: DFT, ωB97M-V/def2-TZVPD

Atoms and positions in Å:
Na1 -0.1053 -0.7775 -1.0055
C1 -3.2181 -1.2679 -4.1519
N1 -3.7130 -0.1020 -3.4560
C2 -3.8393 1.1399 -4.0035
C3 -4.3031 1.9456 -3.0058
N2 -4.4417 1.2311 -1.8514
C4 -4.0613 0.0014 -2.1451
P1 -4.3963 -1.4010 -1.0030
C5 -4.3574 -0.3760 0.4955
N3 -3.3206 0.3043 0.9195
C6 -3.7677 1.0682 1.9506
C7 -5.1045 0.8512 2.1538
N4 -5.4778 -0.0844 1.2236
C8 -6.8158 -0.5799 1.0039
C9 -2.9411 -2.4589 -0.6682
N5 -2.0484 -2.2820 0.2847
C10 -1.3092 -3.4234 0.3381
C11 -1.7562 -4.3076 -0.6040
N6 -2.8144 -3.7041 -1.2232
C12 -3.5587 -4.2943 -2.3162
H1 -3.3406 -1.1077 -5.2222
H2 -2.1732 -1.4403 -3.9362
H3 -3.8089 -2.1399 -3.8688
H4 -3.5156 1.3427 -5.0091
H5 -4.4953 3.0052 -3.0421
H6 -3.1064 1.7374 2.4768
H7 -5.8103 1.2574 2.8590
H8 -7.4501 -0.2369 1.8199
H9 -7.2207 -0.2100 0.0608
H10 -6.8261 -1.6691 0.9850
H11 -0.4689 -3.5188 1.0061
H12 -1.3847 -5.2629 -0.9314
H13 -3.6320 -5.3685 -2.1453
H14 -4.5660 -3.8777 -2.3350
H15 -3.0499 -4.1146 -3.2647
O1 -0.6928 0.4745 -4.0971
S1 0.7206 0.5332 -3.7888
O2 1.4109 1.6940 -4.3304
O3 1.0404 0.3176 -2.3754
C13 1.4681 -0.8869 -4.6476
C14 2.4768 -0.5357 -5.5470
C15 3.1418 -1.4767 -6.3124
C16 2.7992 -2.8147 -6.1927
C17 1.8072 -3.1772 -5.3015
C18 1.1317 -2.2398 -4.5184
S2 -0.0691 -3.0783 -3.4402
O4 0.7367 -4.0596 -2.7396
O5 -1.0228 -3.6722 -4.3762
O6 -0.6886 -2.0892 -2.5673
H16 2.7231 0.5132 -5.6281
H17 3.9220 -1.1634 -6.9964
H18 3.3038 -3.5740 -6.7788
H19 1.5433 -4.2202 -5.1870
C19 4.9349 -1.3931 5.8804
C20 4.9019 -2.1004 4.5249
C21 6.2505 -1.8544 3.8326
C22 4.7491 -3.6064 4.7840
C23 3.7612 -1.6007 3.6420
C24 3.5765 -2.1446 2.3691
C25 2.5664 -1.6989 1.5536
Br1 2.3597 -2.4680 -0.1712
C26 1.6279 -0.6666 1.9024
O7 0.7407 -0.2724 1.0941
C27 1.8117 -0.1462 3.2319
C28 2.8582 -0.6122 4.0223
C29 0.9098 0.9457 3.8366
C30 1.7435 2.2169 4.0689
C31 0.3558 0.4626 5.1897
C32 -0.3045 1.3404 2.9877
H20 5.7639 -1.7802 6.4803
H21 4.0095 -1.5542 6.4375
H22 5.0750 -0.3163 5.7649
H23 7.0795 -2.2249 4.4462
H24 6.3976 -0.7873 3.6549
H25 6.2927 -2.3573 2.8655
H26 5.5670 -3.9791 5.4110
H27 4.7546 -4.1696 3.8498
H28 3.8023 -3.8123 5.2872
H29 4.2314 -2.9258 1.9977
H30 2.9690 -0.1673 5.0042
H31 2.5791 2.0356 4.7496
H32 1.1196 3.0108 4.4934
H33 2.1514 2.5741 3.1212
H34 1.1454 0.2268 5.9059
H35 -0.2484 -0.4354 5.0458
H36 -0.2813 1.2358 5.6315
H37 -0.0327 1.7726 2.0283
H38 -0.8826 2.0793 3.5589
H39 -0.9441 0.4870 2.7665
C33 2.2335 3.2150 -0.8545
N7 1.2096 4.2132 -1.1246
C34 1.4056 4.9077 -2.3895
C35 -0.0991 3.8847 -0.7622
N8 -0.5487 2.7450 -0.4166
N9 -0.9712 4.9898 -0.7612
C36 -2.3511 4.6692 -0.4556
C37 -0.5125 6.1862 -0.0883
H40 3.2052 3.7163 -0.8503
H41 2.2529 2.4122 -1.5945
H42 2.0677 2.7720 0.1277
H43 1.4810 4.1982 -3.2202
H44 2.3269 5.4977 -2.3434
H45 0.5697 5.5794 -2.5749
H46 0.1051 1.9999 -0.6503
H47 -2.6508 3.7727 -0.9895
H48 -2.9812 5.5137 -0.7488
H49 -2.4998 4.4703 0.6149
H50 0.5264 6.3885 -0.3376
H51 -0.5914 6.0940 1.0069
H52 -1.1239 7.0370 -0.4008

Calculated values
HOMO energy, eV: -1.746
Net charge: -2
E_LUMO, eV: 3.78

Here are the natural (NBO) charges for atoms 1 to 5, given in e: 0.901 -0.416 -0.331 -0.080 -0.100

***

2.
Molecular formula: C45H43BrN6O2PbS2Se
Method: DFT, ωB97M-V/def2-TZVPD

Atoms and positions in Å:
Pb1 -0.4274 0.0432 1.8795
Br1 3.9294 2.0816 7.8288
C1 2.5153 1.4863 6.6978
C2 1.7913 0.3468 7.0538
C3 0.7572 -0.0620 6.2568
C4 0.3995 0.6138 5.0607
O1 -0.6036 0.2102 4.3724
C5 1.1589 1.7811 4.7201
C6 0.8755 2.6224 3.6124
N1 0.0140 2.4202 2.6668
C7 -0.3338 3.4429 1.8162
C8 -0.2709 4.7848 2.1808
C9 -0.6689 5.8001 1.3141
C10 -1.1819 5.5058 0.0774
C11 -1.3245 4.1621 -0.3197
C12 -1.8899 3.7908 -1.5599
C13 -2.0521 2.4636 -1.8669
C14 -1.6319 1.5078 -0.9340
N2 -1.0596 1.8210 0.2065
C15 -0.9034 3.1172 0.5495
C16 2.2006 2.1928 5.5702
H1 2.0524 -0.1964 7.9497
H2 0.1896 -0.9432 6.5216
H3 1.4620 3.5503 3.5936
H4 0.0649 5.0521 3.1712
H5 -0.5793 6.8257 1.6445
H6 -1.4984 6.2885 -0.5958
H7 -2.1994 4.5643 -2.2480
H8 -2.4903 2.1352 -2.7976
H9 -1.7642 0.4521 -1.1242
H10 2.7589 3.0848 5.3198
O2 1.7691 -0.7797 2.6153
S1 2.6242 -1.9634 2.0783
C17 1.5675 -3.3546 1.9849
C18 0.2906 -3.3389 2.5420
C19 -0.5574 -4.4118 2.3672
C20 -0.1418 -5.5260 1.6555
C21 1.1486 -5.5674 1.1388
C22 1.9958 -4.4908 1.2929
C23 2.4415 -0.0096 -0.6487
C24 3.8535 -0.3786 -0.9825
C25 4.6685 0.4269 -1.6609
C26 4.1906 1.6795 -2.1887
C27 2.9045 2.0331 -2.0823
C28 1.8856 1.1648 -1.4837
H11 -0.0173 -2.4744 3.1140
H12 -1.5555 -4.3794 2.7831
H13 -0.8162 -6.3560 1.5088
H14 1.4805 -6.4422 0.5939
H15 2.9968 -4.5048 0.8863
H16 4.1934 -1.3179 -0.5743
H17 5.7048 0.1729 -1.8227
H18 4.8953 2.3467 -2.6606
H19 2.5732 2.9825 -2.4738
H20 1.1616 1.7326 -0.8958
C29 0.3323 -4.3268 -2.0460
N3 0.5893 -3.0844 -1.3758
C30 1.7398 -2.3586 -1.4791
C31 1.5568 -1.2155 -0.7438
N4 0.3042 -1.2502 -0.2036
C32 -0.2443 -2.3778 -0.5991
H21 1.0479 -5.0882 -1.7318
H22 0.4226 -4.1855 -3.1251
H23 -0.6729 -4.6678 -1.8085
H24 2.5767 -2.6928 -2.0545
H25 2.4279 0.3150 0.4043
H26 -1.2321 -2.6898 -0.3229
C33 -1.5653 1.9586 -8.4154
C34 -0.8528 1.6156 -7.1420
C35 -0.6839 0.2926 -6.7657
C36 -0.1217 -0.0560 -5.5510
C37 0.0188 -1.5053 -5.1875
C38 0.2691 0.9652 -4.6691
Se1 0.6255 0.2779 -2.8878
C39 0.1626 2.2994 -5.0494
C40 0.6270 3.4080 -4.1596
C41 -0.3816 2.6024 -6.2888
H27 -1.8450 1.0523 -8.9494
H28 -0.9447 2.5712 -9.0677
H29 -2.4695 2.5257 -8.1953
H30 -1.0172 -0.4958 -7.4260
H31 -0.1202 -2.1448 -6.0567
H32 -0.7251 -1.7748 -4.4330
H33 1.0065 -1.6844 -4.7594
H34 0.4399 3.1679 -3.1133
H35 0.1134 4.3366 -4.3964
H36 1.6967 3.5647 -4.3053
H37 -0.4638 3.6407 -6.5747
C42 -5.3396 -2.9657 2.9934
N5 -4.2510 -2.5738 3.8413
C43 -4.1432 -2.8438 5.1841
C44 -3.0112 -2.2480 5.6256
N6 -2.4280 -1.6193 4.5614
C45 -3.1876 -1.8168 3.4711
S2 -2.9117 -1.3036 1.8862
H38 -5.7316 -3.9259 3.3238
H39 -4.9757 -3.0376 1.9701
H40 -6.1428 -2.2265 3.0274
H41 -4.8714 -3.4398 5.6927
H42 -2.5682 -2.2329 6.6004
H43 -1.6045 -0.9557 4.5962

Calculated values
HOMO energy, eV: -5.791
Energy relative to the best compared isomer or geometry (same formula, charge and spin), kJ/mol: 160.08
E_LUMO, eV: -0.46

Here are the Mulliken charges for atoms 1 to 5, given in e: 1.574 -0.243 -0.221 -0.540 -0.768

***

3.
Molecular formula: C14H16
Method: DFT, ωB97M-V/def2-TZVPD

Atoms and positions in Å:
C1 0.8425 2.3668 -3.9698
C2 -0.4061 0.0562 -1.2047
C3 0.7145 -0.7077 -0.9469
C4 -0.3645 1.0289 -2.2040
C5 0.8093 1.2997 -2.8812
C6 1.8903 -0.4440 -1.6395
C7 1.9265 0.5042 -2.6614
H1 -1.3144 -0.1578 -0.6497
H2 0.7625 -1.4344 -0.1444
H3 -1.3044 1.5160 -2.4392
H4 2.8065 -0.9805 -1.3955
H5 0.0756 3.1261 -3.7935
H6 0.6965 1.8927 -4.9394
H7 2.8029 0.5248 -3.2930
H8 1.8121 2.8787 -3.9248
C8 -0.7579 1.3779 2.9640
C9 -0.7584 -0.0906 2.6662
C10 -1.9422 -0.6804 2.0925
C11 0.3657 -0.8806 2.8176
C12 -1.9126 -2.0385 1.6912
C13 0.3919 -2.2335 2.4397
C14 -0.8121 -2.8310 1.9274
H9 -1.7590 1.7906 2.8122
H10 -0.1721 1.9629 2.2365
H11 -2.8295 -0.0993 1.8889
H12 1.2723 -0.3482 3.0805
H13 -2.8186 -2.3851 1.2021
H14 1.2814 -2.8314 2.5894
H15 -0.8268 -3.8890 1.7052
H16 -0.4720 1.7066 3.9734

Calculated values
HOMO energy (spin up / spin down), eV: 0.827 / -3.585
Net charge: -1
Multiplicity: 2
Energy relative to the best compared isomer or geometry (same formula, charge and spin), kJ/mol: 10.97
E_LUMO (spin up / spin down), eV: 3.22 / 3.17

Here are the natural (NBO) charges for atoms 1 to 5, given in e: -0.624 -0.199 -0.224 -0.234 -0.038